# 1
Density functional theory data (the ωB97M-V functional and the def2-TZVPD basis) for the ion C6H10N with charge +1 in a non-equilibrium geometry.

Its SMILES is CC1=C[C@H]([NH3+])C=C1. As for the total charge: +1. Its spin multiplicity is 1. The calculation puts the gap between HOMO and LUMO at 8.36 eV.

Positions of all 17 atoms, in Å:
C1 0.9352 1.0353 -2.1371
C2 0.7042 0.4097 -0.7859
C3 -0.2609 -0.6520 -0.5635
C4 -0.3824 -0.9397 0.8754
N1 -1.7828 -0.6807 1.3002
C5 0.6420 0.0612 1.4616
C6 1.2259 0.7869 0.5209
H1 1.7870 1.7558 -2.3205
H2 -0.0815 1.3699 -2.6488
H3 1.2734 0.1649 -2.7959
H4 -0.6350 -1.3392 -1.3568
H5 0.0347 -1.8460 1.1761
H6 -1.8406 -0.7304 2.3334
H7 -2.3371 -1.4789 0.9016
H8 -2.1186 0.2633 0.9076
H9 0.9827 0.1489 2.4768
H10 1.8539 1.6708 0.6548

Forces on atoms 1 to 2 (eV/Å):
C -0.2307 -1.0532 -2.3262
C -3.5509 -2.4532 -0.2846


# 2
Density functional theory data (the ωB97M-V functional and the def2-TZVPD basis) for the ion C6H10N with charge +1 in a non-equilibrium geometry.

Its SMILES is C1=C[C@H]([C@H]2C[NH2+]2)C1. As for the total charge: +1. Its spin multiplicity is 1. The calculation puts the gap between HOMO and LUMO at 10.10 eV.

Positions of all 17 atoms, in Å:
C1 2.3885 0.6116 -0.3752
C2 1.5134 0.1641 -1.3044
C3 0.6289 -0.5585 -0.2408
C4 -0.8931 -0.3523 -0.2951
C5 -1.6748 -0.3476 0.9951
N1 -1.6341 0.8322 0.1425
C6 1.6212 0.1405 0.9177
H1 3.2560 1.1491 -0.3847
H2 1.2737 0.1537 -2.2907
H3 0.6206 -1.5967 -0.1542
H4 -1.4424 -0.8556 -1.0518
H5 -2.7040 -0.8279 1.1858
H6 -1.1107 -0.3083 1.9374
H7 -2.4515 0.9896 -0.4587
H8 -1.2484 1.6203 0.5573
H9 2.2042 -0.5315 1.6031
H10 1.1167 0.9294 1.4858

Forces on atoms 1 to 2 (eV/Å):
C -3.3838 -1.2957 0.4484
C -0.0065 -0.9958 5.1864


# 3
Density functional theory data (the ωB97M-V functional and the def2-TZVPD basis) for the ion C6H10N with charge +1 in a non-equilibrium geometry.

As for the total charge: +1. Its spin multiplicity is 1. The calculation puts the gap between HOMO and LUMO at 7.80 eV.

Positions of all 17 atoms, in Å:
C1 -1.3033 -0.0042 -0.0819
C2 -0.2143 0.9873 0.1609
C3 0.5491 -1.2962 -0.2961
C4 1.1511 0.0010 0.0631
C5 -2.7462 0.2506 0.0761
C6 2.5583 0.1729 0.1420
N1 -0.9005 -1.1970 -0.2655
H1 0.0283 1.6006 -0.7233
H2 -0.5427 1.5719 1.0228
H3 0.9222 -1.5603 -1.3824
H4 0.8891 -2.2167 0.2983
H5 -3.3894 -0.5360 -0.3682
H6 -3.0474 1.1153 -0.3727
H7 -2.8418 0.3564 1.2016
H8 2.9760 -0.7191 0.4215
H9 2.8059 0.9964 0.8774
H10 3.1056 0.4770 -0.7735

Forces on atoms 1 to 2 (eV/Å):
C 0.7133 -1.6575 -0.5406
C 2.3225 -1.4142 -0.8488


# 4
Density functional theory data (the ωB97M-V functional and the def2-TZVPD basis) for the ion C6H10N with charge +1 in a non-equilibrium geometry.

As for the total charge: +1. Its spin multiplicity is 1. The calculation puts the gap between HOMO and LUMO (alpha / beta) at 9.30 / 5.83 eV.

Positions of all 17 atoms, in Å:
C1 2.5700 -0.7418 -0.0571
C2 -0.3215 1.3431 0.0176
C3 0.1496 -0.9108 0.0888
C4 1.2937 1.2597 0.0101
C5 -1.1044 -0.0570 0.0060
C6 -2.5053 -0.3487 -0.0535
N1 1.4332 -0.0939 -0.0028
H1 3.4816 -0.1745 -0.0895
H2 2.6113 -1.8126 -0.0614
H3 -0.6407 1.8846 0.9146
H4 -0.6634 1.9692 -0.8115
H5 0.1692 -1.4195 1.0595
H6 0.1801 -1.6926 -0.6782
H7 2.0308 2.0116 -0.0927
H8 -2.9183 -0.0503 -1.0252
H9 -3.0625 0.2414 0.6809
H10 -2.7034 -1.4079 0.0945

Forces on atoms 1 to 2 (eV/Å):
C 0.7702 -0.0330 -0.0237
C -0.7030 1.3387 0.1385


# 5
Density functional theory data (the ωB97M-V functional and the def2-TZVPD basis) for a cluster of 3 separate species, C6H10N in total in a non-equilibrium geometry.

As for the total charge: +1. Its spin multiplicity is 1. The calculation puts the gap between HOMO and LUMO (alpha / beta) at 7.02 / 7.03 eV.

Positions of all 17 atoms, in Å:
C1 2.1029 0.3698 0.4106
C2 3.4352 0.2155 0.4328
C3 0.8774 0.1825 0.4298
C4 -0.4426 0.0524 0.6260
C5 -0.9709 -1.1972 1.3448
C6 -1.2377 2.1616 -0.1951
N1 -1.3931 0.9463 0.2987
H1 4.1691 1.0277 0.1078
H2 3.7607 -0.7146 0.8177
H3 -0.2579 1.6639 -2.0555
H4 -0.4334 -1.9790 0.8203
H5 -2.0632 -1.3981 1.1208
H6 -0.8590 -1.3567 2.5125
H7 -2.2259 2.6856 -0.3322
H8 -0.2311 1.1822 -2.7674
H9 -0.3328 2.6600 -0.2378
H10 -2.3753 0.8223 0.4555

Forces on atoms 1 to 2 (eV/Å):
C 3.2914 -0.6190 -0.3028
C -1.0012 2.4493 -0.7652


# 6
Density functional theory data (the ωB97M-V functional and the def2-TZVPD basis) for the ion C6H10N with charge +1 in a non-equilibrium geometry.

Its SMILES is C=C[C@H]1C(C)=[N+]1C. As for the total charge: +1. Its spin multiplicity is 1. The calculation puts the gap between HOMO and LUMO at 9.99 eV.

Positions of all 17 atoms, in Å:
C1 -2.4918 -0.0968 -0.0273
C2 -1.7077 0.4154 -0.9666
C3 -0.2140 0.7663 -0.7649
C4 0.5576 0.6272 0.5083
C5 0.9583 0.8102 1.8569
N1 0.7871 -0.2641 -0.4004
C6 1.4697 -1.4432 -0.7947
H1 -3.5141 -0.2772 -0.4097
H2 -2.0423 -0.3794 1.0357
H3 -1.8385 0.6707 -2.0214
H4 0.0053 1.4403 -1.6613
H5 2.0850 0.7959 2.0231
H6 0.3294 0.2129 2.4736
H7 0.6010 1.8768 2.3003
H8 1.7487 -1.3215 -1.8002
H9 2.4959 -1.5302 -0.5150
H10 0.7705 -2.3033 -0.8365

Forces on atoms 1 to 2 (eV/Å):
C 0.4733 -0.3738 0.2879
C 2.7611 0.2322 0.5628


# 7
Density functional theory data (the ωB97M-V functional and the def2-TZVPD basis) for the molecule C6H10N2 in a non-equilibrium geometry.

Its SMILES is C=C1CN[C@H]2C[C@]12N. Its spin multiplicity is 1. The calculation puts the gap between HOMO and LUMO at 8.85 eV.

Positions of all 18 atoms, in Å:
C1 -2.3301 -0.7691 -0.0843
C2 -1.1432 -0.1843 -0.0962
C3 -0.5637 1.3813 -0.1341
N1 0.8410 1.2917 -0.6225
C4 0.9936 -0.0726 -1.0315
C5 1.4145 -1.2068 -0.5036
C6 0.2826 -0.7568 0.2431
N2 0.8891 0.0461 1.3996
H1 -3.2000 -0.0851 -0.3983
H2 -2.3406 -1.8258 -0.1268
H3 -0.7310 1.7454 0.9325
H4 -1.1187 2.2227 -0.7508
H5 1.5387 1.6326 0.0140
H6 0.3418 -0.2621 -1.9389
H7 1.5551 -2.0305 -1.1503
H8 2.3041 -1.3027 0.1784
H9 0.3256 0.7968 1.7427
H10 0.9411 -0.6209 2.3269

Forces on atoms 1 to 2 (eV/Å):
C -0.5859 2.8600 -1.6909
C 3.5448 1.2640 1.1907


# 8
Density functional theory data (the ωB97M-V functional and the def2-TZVPD basis) for a structure of composition C6H10N2 in a non-equilibrium geometry.

Its spin multiplicity is 1. The calculation puts the gap between HOMO and LUMO (alpha / beta) at 8.02 / 7.90 eV.

Positions of all 18 atoms, in Å:
C1 -1.5064 -0.1880 -1.2791
C2 1.1972 -0.7309 0.3127
C3 -0.9909 -0.2692 0.1417
N1 2.5065 -1.0860 0.4166
C4 0.6262 0.6475 0.5675
C5 -1.8899 -0.2358 1.1514
C6 0.8914 1.6762 -0.3234
N2 0.1871 -1.4836 0.1189
H1 3.1879 -0.3533 0.2910
H2 2.7356 -1.9757 -0.0042
H3 0.5913 0.8122 1.6443
H4 -2.1029 0.7156 -1.4317
H5 -2.1305 -1.0573 -1.4963
H6 -0.6867 -0.1855 -1.9975
H7 -1.9769 0.4664 1.9711
H8 -2.6594 -0.9722 1.3540
H9 0.1754 2.0333 -1.0508
H10 1.8450 2.1864 -0.3862

Forces on atoms 1 to 2 (eV/Å):
C 0.2932 0.3894 -0.0312
C -1.6102 0.3016 0.3135


Energy above the lowest of the compared OMol25 structures with the same formula, charge and spin across the listed records, respectively: 19.2, 52.6, 46.8, 75.8, 98.2, 71.3, 158.5, 138.3 kcal per mole.